Entry from OMol25: a single C4H9N3S molecule (ωB97M-V with the def2-TZVPD basis set).

The geometry in XYZ format:
```
17
Properties=species:S:1:pos:R:3
C -3.374 0.965 -0.282
C -3.206 -0.477 0.156
C -1.821 -0.988 -0.096
N -0.801 -0.198 0.036
N 0.453 -0.652 0.251
C 1.586 0.221 0.077
N 1.324 1.552 0.231
S 3.124 -0.344 -0.149
H -2.895 1.067 -1.267
H -2.857 1.596 0.498
H -4.341 1.323 -0.259
H -3.242 -0.652 1.437
H -4.052 -1.174 -0.412
H -1.754 -2.134 -0.069
H 0.666 -1.669 -0.293
H 2.194 2.039 -0.051
H 0.352 1.868 0.050
```

Values from the calculation:
**Net charge**: 0
**SMILES string**: CC/C=N/NC(N)=S
**DFT total energy**: -720.18496 a.u.
**Orbital gap**: 8.98 eV
**Lowest unoccupied orbital energy**: 0.49 eV
**Multiplicity**: 1
**Energy above the lowest of the compared OMol25 structures with the same formula, charge and spin**: 55.5 kcal/mol
**Highest occupied orbital energy**: -8.488 eV

=====

Entry from OMol25: a single C4H9N3S molecule (ωB97M-V with the def2-TZVPD basis set).

The geometry in XYZ format:
```
17
Properties=species:S:1:pos:R:3
C -0.700 1.861 0.015
C -0.629 0.314 0.230
C -2.055 -0.288 0.488
S -2.917 -1.215 -0.471
N -0.023 -0.523 -0.803
N 1.251 -0.026 -1.160
C 2.189 -0.599 -0.402
N 1.878 -1.497 0.610
H -1.453 1.932 -0.804
H -1.155 2.357 0.826
H 0.248 2.211 -0.409
H -0.109 0.003 1.202
H -2.490 0.021 1.498
H -0.645 -0.282 -1.639
H 3.196 -0.245 -0.430
H 2.492 -2.246 0.745
H 0.923 -1.776 0.503
```

Values from the calculation:
**Net charge**: 0
**SMILES string**: C[C@@H](C=S)N/N=C\N
**DFT total energy**: -720.18379 a.u.
**Orbital gap**: 8.49 eV
**Lowest unoccupied orbital energy**: -0.06 eV
**Multiplicity**: 1
**Energy above the lowest of the compared OMol25 structures with the same formula, charge and spin**: 56.2 kcal/mol
**Highest occupied orbital energy**: -8.545 eV

=====

Entry from OMol25: a molecular structure, C4H9N3S (ωB97M-V with the def2-TZVPD basis set).

The geometry in XYZ format:
```
17
Properties=species:S:1:pos:R:3
C 0.371 1.246 0.429
C 0.444 -1.599 -0.699
C -1.682 1.175 -0.777
C -0.643 -0.841 0.073
N 2.457 0.541 1.650
N 1.485 -0.085 1.371
N -0.658 0.558 -0.038
S 1.058 2.693 0.443
H 1.403 -1.239 -0.339
H 0.369 -2.670 -0.712
H 0.432 -1.287 -1.756
H -1.503 1.286 -1.920
H -2.651 0.545 -0.663
H -1.925 2.240 -0.361
H -1.631 -1.383 -0.188
H -0.390 -1.307 1.125
H 3.064 0.128 2.360
```

Values from the calculation:
**Net charge**: 0
**DFT total energy**: -720.12419 a.u.
**Orbital gap**: 8.48 eV
**Lowest unoccupied orbital energy**: 0.63 eV
**Multiplicity**: 1
**Energy above the lowest of the compared OMol25 structures with the same formula, charge and spin**: 93.6 kcal/mol
**Highest occupied orbital energy**: -7.850 eV

=====

Entry from OMol25: a molecular structure, C4H9N3S (ωB97M-V with the def2-TZVPD basis set).

The geometry in XYZ format:
```
17
Properties=species:S:1:pos:R:3
C 1.893 1.493 -0.392
C 0.148 -0.280 -0.078
C -0.047 -0.025 1.364
C -0.997 -1.087 -0.659
H 2.945 1.391 -1.324
H 1.456 2.893 -0.374
H 2.098 1.162 0.877
H -0.102 1.389 -1.045
H 0.921 -1.149 -0.095
H -0.092 -0.986 1.990
H 0.553 0.856 1.851
H -2.930 -1.568 0.508
H -1.756 -2.452 -1.667
N 0.702 0.785 -0.830
N -2.175 -0.865 0.139
N -0.819 -1.847 -1.618
S -1.798 0.289 1.351
```

Values from the calculation:
**Net charge**: 0
**DFT total energy**: -720.06834 a.u.
**Orbital gap**: 8.79 eV
**Lowest unoccupied orbital energy**: 0.57 eV
**Multiplicity**: 1
**Energy above the lowest of the compared OMol25 structures with the same formula, charge and spin**: 128.6 kcal/mol
**Highest occupied orbital energy**: -8.220 eV

=====

Entry from OMol25: a single C4H9N3S molecule (ωB97M-V with the def2-TZVPD basis set).

The geometry in XYZ format:
```
17
Properties=species:S:1:pos:R:3
C 1.878 -0.113 1.291
N 1.031 0.110 0.117
C 1.312 1.181 -0.860
N 0.607 -0.928 -0.543
C -0.640 -1.134 -0.539
N -1.686 -0.239 -0.092
C -3.115 -0.631 -0.002
S -4.355 0.481 0.230
H 1.412 -0.959 1.889
H 1.721 0.826 2.190
H 3.001 -0.319 1.049
H 2.291 0.998 -1.339
H 1.547 2.241 -0.575
H 0.427 1.536 -1.410
H -1.108 -1.889 -1.412
H -1.309 0.671 0.096
H -3.014 -1.832 -0.090
```

Values from the calculation:
**Net charge**: 0
**SMILES string**: CN(C)/N=C\NC=S
**DFT total energy**: -720.08544 a.u.
**Orbital gap**: 7.69 eV
**Lowest unoccupied orbital energy**: -0.30 eV
**Multiplicity**: 1
**Energy above the lowest of the compared OMol25 structures with the same formula, charge and spin**: 117.9 kcal/mol
**Highest occupied orbital energy**: -7.987 eV

=====

Entry from OMol25: a gas-phase ion, C4H9N4 (charge +1) (ωB97M-V with the def2-TZVPD basis set).

The geometry in XYZ format:
```
17
Properties=species:S:1:pos:R:3
C -3.265 -0.935 -0.104
C -3.046 0.339 -0.344
N -1.878 0.982 -0.001
N -0.766 0.581 -0.088
N 0.359 0.825 -0.327
N 1.429 0.159 -0.107
C 1.516 -0.609 1.118
C 2.576 0.720 -0.764
H -2.412 -1.545 0.381
H -4.176 -1.455 -0.416
H -3.748 0.966 -0.745
H 2.412 -1.313 0.932
H 1.835 -0.127 2.045
H 0.519 -1.109 1.300
H 2.571 1.824 -0.791
H 3.492 0.387 -0.280
H 2.581 0.313 -1.807
```

Values from the calculation:
**Net charge**: +1
**SMILES string**: C=C/N=N/N=[N+](C)C
**DFT total energy**: -376.37751 a.u.
**Orbital gap (spin up / spin down)**: 7.88 / 7.87 eV
**Lowest unoccupied orbital energy (spin up / spin down)**: -5.77 / -5.77 eV
**Multiplicity**: 1
**Energy above the lowest of the compared OMol25 structures with the same formula, charge and spin**: 144.0 kcal/mol
**Highest occupied orbital energy (spin up / spin down)**: -13.641 / -13.641 eV

=====

Entry from OMol25: a gas-phase ion, C4H9N4O2 (charge +1) (ωB97M-V with the def2-TZVPD basis set).

The geometry in XYZ format:
```
19
Properties=species:S:1:pos:R:3
N -1.847 -0.509 2.067
C -0.973 -0.275 1.076
N -0.805 -1.202 0.110
N -0.215 -0.819 -1.081
N -0.566 0.470 -1.523
C 1.259 -0.713 -0.937
C 1.685 0.552 -0.077
C 0.658 1.514 0.212
O 0.683 2.697 0.202
O -0.443 0.906 1.073
H -2.263 -1.357 2.205
H -1.888 0.211 2.697
H -1.172 -2.067 0.137
H -0.439 0.460 -2.566
H -1.572 0.855 -1.318
H 1.748 -0.542 -1.980
H 1.483 -1.609 -0.536
H 2.378 1.045 -0.635
H 2.290 0.382 0.874
```

Values from the calculation:
**Net charge**: +1
**SMILES string**: NC1=[NH+]N(N)CCC(=O)O1
**DFT total energy**: -526.98706 a.u.
**Orbital gap**: 10.05 eV
**Lowest unoccupied orbital energy**: -3.26 eV
**Multiplicity**: 1
**Energy above the lowest of the compared OMol25 structures with the same formula, charge and spin**: 49.7 kcal/mol
**Highest occupied orbital energy**: -13.317 eV

=====

Entry from OMol25: a gas-phase ion, C4H9N4O2 (charge +1) (ωB97M-V with the def2-TZVPD basis set).

The geometry in XYZ format:
```
19
Properties=species:S:1:pos:R:3
C -0.316 1.157 0.296
C 1.935 0.159 0.089
C -0.959 0.254 -0.586
C 0.130 -1.406 -0.048
N 1.380 -0.977 -0.011
N 1.100 1.337 0.120
N 3.227 0.242 0.036
N -2.447 0.121 -0.304
O -1.013 1.793 1.049
O -0.522 -1.721 1.074
H -0.680 0.568 -1.659
H -0.106 -2.130 -0.875
H 1.378 2.213 0.529
H 3.639 -0.617 -0.211
H 3.731 1.060 -0.198
H -2.499 -0.942 0.016
H -3.082 0.253 -1.119
H -2.740 0.765 0.485
H -0.129 -1.194 1.687
```

Values from the calculation:
**Net charge**: +1
**Expectation value of S²**: 2.0121
**DFT total energy**: -526.88833 a.u.
**Orbital gap (spin up / spin down)**: 5.47 / 6.92 eV
**Lowest unoccupied orbital energy (spin up / spin down)**: -3.33 / -6.83 eV
**Multiplicity**: 3
**Energy above the lowest of the compared OMol25 structures with the same formula, charge and spin**: 17.4 kcal/mol
**Highest occupied orbital energy (spin up / spin down)**: -8.802 / -13.759 eV

=====

Entry from OMol25: a molecular structure, C4H9N4O2S (ωB97M-V with the def2-TZVPD basis set).

The geometry in XYZ format:
```
20
Properties=species:S:1:pos:R:3
C 0.495 -1.358 -1.019
C 0.000 -0.609 0.043
C 2.208 -0.396 0.102
C 3.529 0.079 0.448
N 1.892 -1.151 -0.958
N 1.057 -0.087 0.761
N -3.266 1.830 0.795
N -3.569 0.916 -0.279
O -3.777 -1.454 -0.856
O -1.273 -0.412 0.377
S -3.540 -0.601 0.269
H -0.009 -2.053 -1.669
H 4.113 -0.639 0.898
H 4.071 0.405 -0.404
H 3.582 0.727 1.183
H 2.730 -1.387 -1.671
H 0.977 0.384 1.650
H -2.179 1.776 1.042
H -3.562 2.818 0.521
H -3.481 1.213 -1.233
```

Values from the calculation:
**Net charge**: +1
**DFT total energy**: -925.16492 a.u.
**Orbital gap**: 6.86 eV
**Lowest unoccupied orbital energy**: -4.66 eV
**Multiplicity**: 1
**Energy above the lowest of the compared OMol25 structures with the same formula, charge and spin**: 0.0 kcal/mol
**Highest occupied orbital energy**: -11.520 eV

=====

Entry from OMol25: 2 unconnected molecules or ions with the total composition C4H9N4O3 (ωB97M-V with the def2-TZVPD basis set).

The geometry in XYZ format:
```
20
Properties=species:S:1:pos:R:3
C 0.643 -0.721 -0.881
C -1.246 0.632 -1.536
C -1.625 -1.588 -0.821
C 1.300 1.051 2.913
N 2.444 1.327 2.961
N -0.597 -0.661 -1.173
N 1.499 0.265 -1.223
N 0.175 0.465 2.403
O 0.300 0.155 1.254
O 3.585 1.590 3.062
O -0.844 0.363 3.045
H -0.837 1.403 -0.906
H -1.183 1.073 -2.650
H -2.285 0.543 -1.325
H -1.963 -2.149 -1.762
H -1.286 -2.299 -0.116
H -2.458 -1.093 -0.254
H 0.845 -1.633 -0.313
H 2.486 0.089 -1.196
H 1.048 1.190 -1.483
```

Values from the calculation:
**Net charge**: +1
**DFT total energy**: -602.04503 a.u.
**Orbital gap**: 9.27 eV
**Lowest unoccupied orbital energy**: -4.86 eV
**Multiplicity**: 1
**Energy above the lowest of the compared OMol25 structures with the same formula, charge and spin**: 192.4 kcal/mol
**Highest occupied orbital energy**: -14.130 eV